Record 1
52
Properties=species:S:1:pos:R:3:forces:R:3:nbo_charge:R:1 method="wB97M-V/def2-TZVPD" spin_multiplicity=2 lumo_energy_ev="-11.5 / -11.5" charge=+2 homo_ev="-13.8 / -13.8" homo_lumo_gap_ha="0.0851 / 0.0855"
Be -0.8714 3.1100 0.4296 -1.45 -3.03 -2.35 1.3457
O 1.4765 -0.4964 -0.7452 0.33 -1.49 -1.10 -0.6707
C 0.8249 0.4102 -0.1064 -1.13 2.30 1.99 0.9565
O 1.3552 0.8299 0.9151 1.43 0.78 2.79 -0.8133
O -0.2439 0.8823 -0.4892 -3.33 1.75 -1.10 -0.8062
H 2.1960 -0.3577 -0.1250 2.25 -1.51 -0.20 0.5352
C 0.2311 0.5974 -4.0721 0.52 0.16 -2.46 0.7416
O 0.1519 0.5947 -5.2640 -0.75 -0.04 -1.88 -0.5574
N 1.3871 0.4845 -3.4467 3.86 -0.63 1.68 -0.8077
N -0.6993 0.7720 -3.1848 -3.75 0.63 2.38 -0.8532
H 2.1535 0.0643 -3.9528 -0.02 0.12 -0.13 0.4224
H 1.3132 0.1931 -2.4825 0.66 -0.03 -0.56 0.3680
H -1.6319 1.0936 -3.4011 0.35 -0.15 -0.26 0.4054
H -0.3599 0.8249 -2.2350 -0.91 0.28 -0.15 0.3897
C 3.4597 2.7286 -1.4629 3.44 -1.61 -3.62 0.7123
O 4.2670 2.3373 -2.2816 1.11 -0.51 -0.85 -0.5556
N 2.2436 2.9183 -1.8715 -5.13 0.61 -1.65 -0.7924
N 3.6780 2.9195 -0.2446 0.35 1.09 5.92 -0.7737
H 2.1759 2.5873 -2.8233 -0.72 0.27 -0.29 0.4528
H 1.6992 3.7118 -1.5647 0.22 0.15 -0.38 0.3828
H 4.5813 2.7514 0.1748 -0.28 0.11 0.05 0.4387
H 2.8034 2.9829 0.2566 0.91 -0.01 1.01 0.3825
C 0.0057 -3.4368 -2.7697 2.09 -0.16 -1.14 0.7568
O -0.2521 -4.4248 -3.3567 -0.97 -2.42 -1.49 -0.5922
N 1.0944 -2.6471 -3.0167 -0.20 0.72 0.06 -0.8526
N -0.6291 -2.9649 -1.7192 -2.09 1.72 3.07 -0.8426
H 1.8220 -2.9567 -3.6451 -0.07 0.27 0.36 0.4305
H 1.1330 -1.9697 -2.2686 1.72 -0.03 -0.97 0.3628
H -1.4622 -3.3705 -1.3174 0.29 0.00 -0.41 0.4130
H -0.2986 -2.0630 -1.4071 -0.80 -0.35 0.46 0.3528
C -3.6373 1.7033 -0.9086 1.42 -0.82 0.54 0.7685
O -2.8499 2.5828 -0.6743 4.49 5.61 2.42 -0.8091
N -3.2429 0.5184 -1.1088 2.54 -5.47 -1.32 -0.7802
N -4.8929 1.7856 -0.9485 -5.46 2.04 -0.77 -0.7402
H -3.8580 -0.0498 -1.6735 0.70 -0.65 0.25 0.4004
H -2.2502 0.3327 -1.0940 -0.12 -0.24 -0.19 0.4242
H -5.2684 2.7040 -1.1368 -0.53 -0.14 0.12 0.4239
H -5.2981 0.9798 -1.4030 -1.00 0.61 0.26 0.4008
C -0.2569 -1.3279 3.3845 -4.06 -0.83 0.49 -0.2412
C -1.3829 -1.6972 4.2147 3.17 0.62 -3.43 -0.1642
C -1.1388 -1.8270 5.5780 -2.81 0.36 0.91 0.4290
C 0.0743 -1.5312 6.1618 2.52 -0.09 -0.22 -0.2192
C 1.1240 -1.1532 5.3489 -0.73 -0.81 2.41 -0.1477
C 0.9671 -1.1413 3.9570 3.21 1.92 -0.29 0.4101
O 2.0700 -0.7084 3.2773 -1.84 -0.86 1.66 -0.5626
O -2.1848 -2.1071 6.3710 1.15 -0.60 0.50 -0.6297
H -0.3525 -1.1142 2.3301 -0.26 -0.37 -0.14 0.2385
H -2.3260 -1.9636 3.7608 -0.13 0.19 0.18 0.2627
H 0.2199 -1.6265 7.2276 -0.24 0.21 0.08 0.2776
H 2.0183 -0.7928 5.8354 0.33 -0.18 -0.36 0.2705
H 1.7627 -0.1999 2.5233 0.06 0.33 -1.42 0.5219
H -2.9006 -1.4729 6.4549 -0.34 0.17 -0.45 0.5338



Record 2
40
Properties=species:S:1:pos:R:3:forces:R:3:nbo_charge:R:1 method="wB97M-V/def2-TZVPD" lumo_energy_ev=2.8 charge=-1 homo_ev=-4.0 relative_energy_ev=3.114 homo_lumo_gap_ha=0.2505
C -0.5822 -4.2341 -3.4519 0.53 -0.91 0.47 -0.6289
C -0.4293 -3.2479 -2.2179 -0.93 -0.25 0.23 -0.4388
C -0.8131 -1.7335 -2.5046 0.24 -0.57 -1.17 0.0960
C -0.4101 -1.2076 -3.9540 0.65 -0.47 0.66 -0.6426
O -0.0686 -0.9010 -1.5641 -2.19 -0.26 1.41 -0.5109
C -0.7230 -0.8239 -0.3348 0.00 -0.29 1.52 0.9109
O -1.6394 -1.5571 0.0488 1.56 1.32 -1.53 -0.6437
N -0.2205 0.2167 0.5961 -1.49 -0.49 -3.55 -0.3377
C -1.2354 1.3494 0.4819 -0.55 -0.17 1.22 -0.2287
C -1.6584 1.7484 1.9736 -0.87 0.46 -0.36 -0.4284
C -1.5381 3.3192 2.2733 0.37 -1.00 -0.29 -0.2269
N -0.9241 3.6001 3.6077 0.08 -0.38 -0.38 -0.8471
N 1.0613 0.6700 0.1762 1.24 -0.15 2.66 -0.6220
C 1.8806 0.5919 1.2371 0.72 0.53 0.26 0.6407
C 2.1131 1.7404 2.2617 -0.28 -2.71 0.22 -0.8038
C 2.7027 -0.7613 1.4761 -0.50 0.48 0.35 -0.7346
H 0.0309 -5.1649 -3.1982 -0.80 1.11 -0.40 0.2090
H -0.1685 -3.8514 -4.4273 -0.53 -0.25 1.06 0.2061
H -1.6420 -4.6199 -3.6052 1.22 0.81 0.17 0.2050
H 0.5986 -3.3112 -1.7290 -1.16 0.26 -0.99 0.2193
H -1.1553 -3.6119 -1.4163 1.03 0.50 -0.94 0.2313
H -1.9308 -1.6121 -2.4078 1.23 0.04 0.35 0.1913
H -1.2606 -1.3276 -4.7013 1.17 0.13 0.98 0.2087
H -0.0848 -0.1278 -3.8594 -0.57 -1.21 -0.21 0.2420
H 0.4991 -1.8136 -4.2791 -1.16 0.95 0.10 0.2037
H -0.7713 2.2176 -0.0903 -0.52 -1.26 0.75 0.2208
H -2.1543 0.9459 -0.0444 0.98 0.65 0.46 0.1877
H -2.7455 1.4234 2.1088 1.34 0.42 -0.05 0.1947
H -1.0717 1.1490 2.7345 -0.42 0.72 -1.10 0.2132
H -0.8428 3.7440 1.4869 -1.02 -0.22 0.84 0.2031
H -2.5685 3.7778 2.2048 1.19 -0.27 0.02 0.1729
H 0.0701 3.7917 3.4545 -0.42 -0.01 0.11 0.3706
H -0.9402 2.7422 4.1760 -0.11 0.57 -0.34 0.3429
H 2.4028 2.7972 1.7585 -0.80 -1.85 0.63 0.2797
H 1.1764 1.8365 2.8979 0.75 -0.01 -0.98 0.2228
H 2.9548 1.4450 2.9730 -0.96 0.44 -0.85 0.1930
H 3.8150 -0.6220 1.3302 -1.17 -0.09 0.12 0.2380
H 2.5239 -1.0362 2.5672 0.35 0.31 -1.24 0.2193
H 2.2984 -1.5975 0.8230 0.55 1.20 0.63 0.2180
Br 3.4508 4.0560 1.1378 1.22 1.94 -0.83 -0.7470



Record 3
41
Properties=species:S:1:pos:R:3:forces:R:3:lowdin_spin:R:1 method="wB97M-V/def2-TZVPD" spin_multiplicity=7 lumo_energy_ev="-7.8 / -7.7" charge=+2 homo_ev="-12.8 / -14.0" relative_energy_ev=0.437 homo_lumo_gap_ha="0.1852 / 0.2286"
I 1.3088 -0.6489 -0.3288 0.58 -1.44 -1.45 0.9190
I -0.9063 1.1468 0.0133 -0.82 0.93 2.20 0.9167
Eu 2.9431 3.9037 -1.6041 0.36 0.50 -0.22 3.0173
P 2.6437 0.3876 1.7314 0.77 0.14 1.88 0.3766
C 2.3410 -0.8994 2.9830 -0.32 -0.21 -0.19 0.0196
C 4.3854 0.1467 1.3262 -0.01 0.07 -0.18 0.0362
H 4.9579 0.1883 2.2603 0.03 -0.05 -0.26 0.0078
H 3.4335 1.7842 3.5155 -0.14 0.16 -0.06 0.0188
H 4.7165 0.9414 0.6478 0.15 -0.24 0.09 0.0009
H 2.8372 2.7698 2.1348 0.01 -0.01 0.25 0.0013
H 2.4147 -1.8792 2.4961 -0.03 0.13 0.20 0.0019
H 4.4998 -0.8301 0.8502 0.19 0.15 0.00 0.0045
C 2.6500 1.8876 2.7560 -0.22 0.24 -0.02 0.0974
H 3.0518 -0.8522 3.8247 -0.22 0.13 -0.38 0.0055
H 1.6680 1.9844 3.2350 0.27 0.11 -0.06 0.0014
H 1.3149 -0.7764 3.3547 0.25 -0.12 0.00 0.0011
P -1.3141 1.4820 -2.5445 -0.55 -0.14 -1.95 0.3756
C -2.7205 0.3715 -2.8117 -0.06 -0.16 0.21 0.0212
C -2.0126 3.1324 -2.7222 0.04 0.08 -0.04 0.0381
H 0.5842 1.8645 -4.0015 -0.16 -0.13 -0.18 0.0011
H -0.9355 1.5140 -4.9028 0.29 -0.09 -0.02 0.0190
H -0.0272 0.1842 -4.0933 0.00 0.30 -0.11 0.0017
C -0.3173 1.2415 -4.0381 0.13 -0.10 -0.16 0.0924
H -1.2125 3.8821 -2.6891 -0.31 -0.03 0.02 0.0009
H -2.5136 3.1664 -3.6978 0.01 0.20 0.23 0.0086
H -3.2422 0.5744 -3.7600 0.26 -0.01 0.28 0.0062
H -3.4194 0.4890 -1.9762 0.04 -0.08 -0.18 0.0019
H -2.7330 3.3000 -1.9167 0.09 0.17 -0.17 0.0044
H -2.3446 -0.6590 -2.8041 -0.18 0.15 -0.04 0.0010
Cl 4.2954 5.8467 -2.4576 -0.41 -0.57 0.24 -0.0175
C -3.0702 -4.1613 1.7768 0.18 0.18 -0.17 0.0002
C -2.8442 -3.9752 0.4084 0.68 0.40 -0.46 0.0004
C -2.0163 -2.9030 -0.0012 -0.75 -0.69 0.91 0.0034
N -1.5313 -2.0270 0.8780 0.47 0.38 -0.42 0.0070
C -1.7576 -2.1746 2.1796 -0.55 -0.95 -0.06 0.0033
C -2.4958 -3.2601 2.6825 0.04 0.56 -0.40 0.0004
H -3.6778 -5.0031 2.1256 0.26 0.39 -0.11 0.0000
H -3.2361 -4.6490 -0.3630 0.06 0.22 0.53 0.0000
H -1.7374 -2.7499 -1.0514 -0.23 -0.11 0.37 0.0024
H -1.3326 -1.4057 2.8321 -0.19 -0.29 -0.07 0.0023
H -2.6476 -3.3349 3.7521 -0.03 -0.18 -0.08 0.0000